The following is a quantum chemistry calculation of C3H4N2OS as an isolated structure, from the OMol25 dataset.

Its largest force on an atom is 0.1610 Eh/bohr. The calculated total energy comes out at -19036.386 eV. The calculation puts the HOMO energy at -8.501 eV. The LUMO energy comes out at 0.0257 Ha.

Geometry as XYZ:
```
11
Properties=species:S:1:pos:R:3:forces:R:3
C 0.39960 0.20172 0.77100 4.61 6.30 2.76
C -0.19370 0.06407 -1.11655 -2.46 4.24 -4.34
C -0.10652 -1.18178 -0.71840 -0.51 0.20 -1.46
H 0.65914 1.52158 2.20173 -0.03 0.56 1.28
H 1.32383 -0.17596 2.60532 -1.00 2.62 -0.85
H -2.06712 -0.03613 -2.74558 1.89 1.89 0.60
H -0.57826 -2.08783 -0.89700 -0.37 -1.33 -0.83
N 1.07619 0.65619 1.96489 -0.47 -4.16 -1.50
N 0.23985 1.02247 -0.23402 -0.66 -1.73 1.25
O 0.34210 -1.00450 0.49966 0.73 -5.67 4.45
S -1.09512 1.02019 -2.33104 -1.72 -2.92 -1.36
```
Positions in Å, forces in eV/Å.

Charges obtained by Löwdin population analysis, quoted in units of e: C -0.52; C -0.71; C -0.12; H 0.07; H 0.14; H -0.06; H 0.12; N 0.14; N 0.10; O 0.11; S 0.73